(1)
Below is 22 unconnected molecules or ions with the total composition C22H88O22, with properties calculated with wB97M-V/def2-TZVPD.

- F_max (eV Å⁻¹) = 3.0
- gap between HOMO and LUMO (eV) = 9.39
- HOMO energy (hartree) = -0.3315
- energy relative to the best compared isomer or geometry (same formula, charge and spin) (kJ/mol) = 300.45
- LUMO energy (eV) = 0.4
- molecular weight (g/mol) = 704.9
- charge = 0

Last column: Mulliken charge in e.
Atoms and positions in Å:
C -17.14124 -13.03824 11.51960  -0.31
O -15.93046 -12.48032 11.02451  0.00
H -17.27903 -12.85471 12.58517  0.17
H -17.97646 -12.63784 10.94500  -0.09
H -17.17325 -14.12363 11.42480  0.36
H -15.74973 -12.58710 10.08774  -0.22
C -14.96662 -9.00031 12.70319  0.16
O -13.81048 -8.72414 13.40536  -0.56
H -14.57789 -9.13103 11.69330  0.09
H -15.52948 -9.84735 13.09538  -0.36
H -15.67273 -8.17041 12.67488  0.36
H -13.32887 -7.99817 13.00211  0.31
C -12.99011 -11.93579 10.53198  -0.56
O -13.44855 -11.51861 11.74486  -0.49
H -13.48462 -12.89592 10.38459  0.17
H -13.25078 -11.39768 9.62062  0.22
H -11.91934 -12.13620 10.56925  0.36
H -14.35490 -11.82147 11.83656  0.37
C -17.73719 -10.16517 5.56648  -0.47
O -18.69116 -11.25288 5.31206  -0.53
H -17.62770 -9.79566 6.58607  0.12
H -16.79195 -10.53593 5.17004  0.15
H -17.99254 -9.27940 4.98484  0.43
H -19.54884 -10.82931 5.23101  0.29
C -20.66344 -11.78839 8.84090  -0.14
O -21.50719 -10.71909 9.17249  -0.53
H -19.68613 -11.53842 9.25380  -0.17
H -20.98775 -12.76042 9.21250  0.28
H -20.57573 -11.73188 7.75591  0.21
H -21.31423 -10.28531 10.00687  0.42
C -13.26220 -12.05715 5.10294  -0.61
O -12.32801 -11.01871 5.05251  -0.59
H -13.98567 -12.05094 4.28767  0.40
H -12.68231 -12.96161 4.91917  0.26
H -13.77770 -11.97963 6.06020  0.27
H -12.85022 -10.21443 5.09763  0.32
C -20.14360 -13.68223 18.06545  -0.66
O -18.98143 -13.87118 17.26490  -0.53
H -21.01324 -14.10765 17.56460  0.30
H -20.05684 -14.03415 19.09342  0.28
H -20.35309 -12.61289 18.09262  0.23
H -19.39663 -13.80363 16.40197  0.33
C -18.48167 -9.10855 13.75532  -0.67
O -19.38425 -10.22400 13.84468  -0.53
H -18.12479 -9.04524 12.72734  0.08
H -18.94512 -8.14848 13.98241  0.34
H -17.53873 -9.21601 14.29143  0.39
H -19.09371 -10.75392 14.59057  0.25
C -18.89253 -8.46166 8.92209  -0.43
O -18.01879 -7.49689 8.41774  -0.53
H -19.78329 -8.48216 8.29422  0.35
H -18.51671 -9.48250 8.99092  -0.05
H -19.08916 -8.02143 9.89965  0.39
H -18.57848 -6.74407 8.21379  0.28
C -16.07253 -17.45185 10.23987  -0.09
O -15.42300 -18.67608 9.91957  -0.56
H -16.20632 -16.94029 9.28671  0.30
H -17.07936 -17.50427 10.65413  0.31
H -15.50089 -16.72981 10.82295  -0.22
H -14.54165 -18.49104 9.58700  0.30
C -22.07629 -8.68892 11.97530  -0.78
O -21.08339 -9.65138 11.69065  -0.13
H -22.03076 -7.79234 11.35712  0.26
H -23.01254 -9.19880 11.74826  0.22
H -22.14124 -8.38915 13.02126  0.32
H -20.46083 -9.83379 12.39828  0.29
C -14.77518 -12.96279 14.61151  -0.28
O -13.32607 -13.09688 14.55455  -0.57
H -15.01387 -11.96858 14.23379  0.01
H -15.30157 -13.75508 14.07928  0.06
H -15.07169 -13.16341 15.64103  0.42
H -13.14526 -14.03465 14.45712  0.36
C -19.86392 -19.46582 12.92854  -0.70
O -19.05669 -18.43867 12.55645  -0.37
H -20.65946 -19.68913 12.21766  0.26
H -19.36807 -20.42371 13.08566  0.29
H -20.36357 -19.37162 13.89268  0.29
H -18.33748 -18.30636 13.17841  0.21
C -18.23805 -10.24366 17.26277  -0.79
O -18.26679 -11.29001 16.31497  -0.37
H -17.32447 -10.27814 17.85630  0.34
H -18.27295 -9.30476 16.71018  0.24
H -19.03172 -10.26148 18.00968  0.29
H -18.18780 -12.12010 16.79070  0.25
C -23.65283 -12.83719 11.43239  -0.39
O -24.72119 -12.72980 12.39886  -0.53
H -23.25000 -13.84346 11.54753  0.28
H -24.14020 -12.65294 10.47500  0.36
H -22.88561 -12.06467 11.48430  -0.02
H -25.50786 -13.07628 11.97141  0.32
C -16.14339 -12.83587 7.56783  -0.81
O -15.33806 -13.74267 8.34819  -0.43
H -15.90855 -12.90419 6.50562  0.48
H -17.20760 -13.06857 7.60543  0.29
H -16.05779 -11.86276 8.05138  0.21
H -14.79733 -14.21230 7.70893  0.41
C -12.63384 -15.42325 12.34606  -0.26
O -12.84134 -15.55313 13.71899  -0.53
H -13.64234 -15.49084 11.93809  -0.15
H -12.28826 -14.41933 12.09941  0.19
H -11.99126 -16.18973 11.91281  0.44
H -12.20935 -16.20332 14.03433  0.27
C -14.37366 -7.63906 8.57521  -0.48
O -15.30124 -8.40691 7.83380  -0.36
H -14.65525 -7.64097 9.62821  0.10
H -13.41034 -8.13311 8.44859  0.21
H -14.34442 -6.61730 8.19675  0.32
H -16.17037 -8.05971 8.04748  0.24
C -10.26422 -12.47449 7.96843  -0.25
O -10.25031 -12.69257 6.59098  -0.52
H -10.21911 -11.39906 8.14018  0.27
H -11.15262 -12.92053 8.41554  -0.10
H -9.47151 -13.05236 8.44360  0.31
H -10.85940 -12.06286 6.19845  0.25
C -20.35794 -13.62301 13.08786  -0.01
O -20.31729 -13.21253 14.39912  -0.37
H -19.57492 -14.38042 13.12390  0.22
H -21.37106 -13.83827 12.74820  0.02
H -19.93538 -12.89026 12.40039  -0.06
H -21.11376 -12.73739 14.64709  0.24
C -13.15924 -15.72998 7.32421  -0.67
O -13.91159 -14.85447 6.49939  -0.63
H -12.18716 -16.08430 6.98131  0.40
H -12.95125 -15.26116 8.28601  0.07
H -13.79623 -16.60531 7.45129  0.31
H -13.78628 -14.95968 5.55343  0.31
C -16.94250 -16.63940 14.83682  0.10
O -17.68934 -17.57710 15.56360  -0.56
H -16.93137 -16.96964 13.79811  -0.11
H -17.36261 -15.64978 15.01644  -0.01
H -15.92195 -16.66203 15.21902  0.28
H -17.29138 -18.43011 15.37496  0.31

=====

(2)
Below is a molecular structure, C23H28ClIrN4O2Si, with properties calculated with wB97M-V/def2-TZVPD.

- F_max (eV Å⁻¹) = 3.0
- gap between HOMO and LUMO (alpha / beta) (eV) = 5.96 / 5.96
- HOMO energy (alpha / beta) (hartree) = -0.2729 / -0.2729
- energy relative to the best compared isomer or geometry (same formula, charge and spin) (kJ/mol) = 336.13
- LUMO energy (alpha / beta) (eV) = -1.5 / -1.5
- molecular weight (g/mol) = 648.3
- charge = 0

Last column: natural (NBO) charge in e.
Atoms and positions in Å:
Ir -1.35949 -0.47576 -1.62091  0.69
O -2.46569 0.27544 3.79938  -0.69
C -2.06739 -1.00726 3.83029  0.36
C -2.00859 -1.64296 5.06878  -0.29
C -1.60559 -2.95786 5.16799  -0.16
C -1.26169 -3.67126 4.02779  -0.27
C -1.31049 -3.05496 2.79588  -0.14
C -1.70499 -1.72186 2.67269  -0.19
C -1.65929 -1.09556 1.34529  0.63
O -1.39149 -1.76096 0.30469  -0.68
N -1.86239 0.21894 1.30219  -0.50
N -1.74529 0.79494 0.11989  -0.27
C -1.69489 2.10774 0.02369  0.02
C -1.62699 2.69374 -1.25171  0.15
C -1.42449 4.07804 -1.44131  -0.22
C -1.27589 4.57494 -2.70741  -0.14
C -1.38509 3.69604 -3.79551  -0.26
C -1.62579 2.36264 -3.53972  0.07
N -1.71839 1.85274 -2.31811  -0.42
H -2.38089 0.58794 2.86359  0.50
H -2.27579 -1.07346 5.94498  0.22
H -1.56039 -3.42106 6.14209  0.21
H -0.94359 -4.69836 4.11269  0.21
H -1.05209 -3.58756 1.89349  0.24
H -1.65169 2.71744 0.91849  0.20
H -1.38129 4.71524 -0.57261  0.23
H -1.07729 5.62414 -2.86521  0.23
H -1.26859 4.04734 -4.80762  0.23
H -1.75259 1.65244 -4.34391  0.22
C 4.33041 -0.13936 3.92119  -0.64
C 3.29391 0.03454 2.85449  0.02
C 3.56781 -0.26516 1.52329  -0.26
C 2.58611 -0.06296 0.56649  0.05
N 1.38411 0.41814 0.84499  -0.46
C 1.12191 0.70214 2.11129  0.02
C 2.02381 0.51974 3.14538  -0.21
H 5.32631 -0.18136 3.48159  0.22
H 4.15451 -1.06536 4.47118  0.23
H 4.28631 0.68114 4.63669  0.22
H 4.53871 -0.64736 1.23869  0.21
H 2.78091 -0.27216 -0.47741  0.19
H 0.14091 1.10584 2.31689  0.19
H 1.75031 0.77674 4.15739  0.21
Cl -1.90689 -3.19716 -3.22801  -0.09
C -2.62719 -1.60216 -2.94661  -0.61
H -3.58769 -1.78376 -2.45942  0.19
H -2.78629 -1.15236 -3.92791  0.19
C 0.24131 -0.51836 -4.90631  -1.11
Si 0.60251 -0.44956 -2.99961  1.40
C 1.61701 1.17984 -2.73821  -1.13
C 1.74541 -1.97626 -2.70671  -1.12
H 1.17561 -0.64176 -5.44422  0.23
H -0.22289 0.39094 -5.26882  0.21
H -0.39899 -1.35076 -5.17461  0.24
H 2.67321 0.99994 -2.91751  0.24
H 1.50671 1.56784 -1.73101  0.24
H 1.28531 1.94834 -3.43001  0.23
H 2.73731 -1.77246 -3.09822  0.22
H 1.35591 -2.84496 -3.22581  0.25
H 1.84181 -2.23266 -1.65881  0.23

=====

(3)
Below is C6H12N2O4 in the gas phase, with properties calculated with wB97M-V/def2-TZVPD.

- F_max (eV Å⁻¹) = 4.3
- gap between HOMO and LUMO (eV) = 9.99
- HOMO energy (hartree) = -0.3512
- energy relative to the best compared isomer or geometry (same formula, charge and spin) (kJ/mol) = 155.70
- LUMO energy (eV) = 0.4
- SMILES = C[C@H](N)C(=O)N[C@@H](CO)C(=O)O
- molecular weight (g/mol) = 176.2
- charge = 0

Last column: natural (NBO) charge in e.
Atoms and positions in Å:
C 1.92793 -0.60175 0.48774  -0.13
C 0.40736 -0.63069 0.02882  0.69
C 2.54098 0.78515 0.65949  -0.62
C -1.78536 0.30873 0.51993  -0.19
C -2.73212 -0.97453 0.16336  0.79
C -1.89138 1.24649 -0.70169  -0.09
H 1.86524 -1.85531 -1.01787  0.38
H 3.13962 -0.77720 -1.23845  0.36
H 1.91643 -1.12462 1.49996  0.19
H 2.80049 1.34401 -0.24577  0.22
H 1.96986 1.36296 1.41797  0.22
H 3.59066 0.43697 1.09018  0.22
H -0.27253 -0.13924 1.91785  0.43
H -2.44895 0.71638 1.36139  0.26
H -1.55142 0.62904 -1.53669  0.18
H -2.90637 1.50428 -0.89010  0.20
H -0.74280 2.54343 -1.51204  0.47
H -1.24079 -1.79409 -0.74851  0.52
N 2.67455 -1.42215 -0.57958  -0.83
N -0.45387 -0.11780 0.90802  -0.61
O 0.22788 -1.01965 -1.10646  -0.66
O -3.86076 -0.80353 0.52727  -0.59
O -0.98229 2.38819 -0.60474  -0.72
O -2.19238 -2.00508 -0.40011  -0.68

=====

(4)
Below is a gas-phase ion, C2H4ClN2S2 (charge +1), with properties calculated with wB97M-V/def2-TZVPD.

- F_max (eV Å⁻¹) = 7.7
- gap between HOMO and LUMO (alpha / beta) (eV) = 5.57 / 6.24
- HOMO energy (alpha / beta) (hartree) = -0.4298 / -0.5483
- multiplicity = 3
- energy relative to the best compared isomer or geometry (same formula, charge and spin) (kJ/mol) = 368.32
- LUMO energy (alpha / beta) (eV) = -6.1 / -8.7
- molecular weight (g/mol) = 155.7
- charge = +1

Last column: Löwdin spin population.
Atoms and positions in Å:
C -0.22761 -0.05067 0.09680  0.52
C -1.60705 0.51595 0.14108  0.07
N 0.98387 0.69742 1.19437  0.00
N 0.18302 -1.18852 -0.43758  0.36
S 1.73282 -1.68757 -0.27442  0.74
S 2.31036 0.18788 0.75138  0.14
Cl 2.99991 1.28268 -0.94656  0.12
H -1.55028 1.58778 0.11794  0.01
H -2.15786 0.17336 1.13171  0.04
H -2.17836 0.08003 -0.75465  0.01
H -0.48882 -1.59834 -1.02007  0.01

=====

(5)
Below is a molecular structure, C37H40OP2Re, with properties calculated with wB97M-V/def2-TZVPD.

- F_max (eV Å⁻¹) = 8.0
- gap between HOMO and LUMO (alpha / beta) (eV) = 6.94 / 6.16
- HOMO energy (alpha / beta) (hartree) = -0.4959 / -0.5028
- multiplicity = 4
- energy relative to the best compared isomer or geometry (same formula, charge and spin) (kJ/mol) = 265.82
- LUMO energy (alpha / beta) (eV) = -6.5 / -7.5
- molecular weight (g/mol) = 748.9
- charge = +2

Last column: Löwdin spin population.
Atoms and positions in Å:
Re -0.45893 -0.17681 -0.44949  1.66
C -0.02653 -3.90134 2.37601  0.01
C -0.09801 -2.70333 2.97495  0.01
C 1.05139 -1.90968 3.41655  0.00
C 2.08748 -1.16921 2.45325  0.00
C 2.25760 -1.36652 1.00413  0.02
C 2.26467 -2.52627 0.32912  0.06
C 2.39052 -3.82121 0.97506  0.01
C 1.23391 -4.51219 1.87392  0.01
C -1.62109 -0.95641 -1.88238  0.07
H -0.94995 -4.33614 1.99438  0.00
H -1.06525 -2.12786 2.98866  0.00
H 1.68284 -2.55032 4.04587  0.00
H 0.64600 -1.07153 4.03510  0.00
H 2.07520 -0.07718 2.64836  0.00
H 3.09654 -1.43916 2.79102  0.00
H 2.78671 -0.53674 0.49442  0.00
H 2.26231 -2.47162 -0.78914  0.00
H 3.23971 -3.63464 1.68586  0.00
H 2.60641 -4.57144 0.17592  0.00
H 0.91998 -5.45258 1.37989  0.00
H 1.79925 -4.80346 2.80420  0.00
H -2.39961 -1.55259 -1.31052  0.02
H -1.02236 -1.61144 -2.55503  0.01
H -2.01570 -0.04515 -2.38713  0.03
P -1.20033 1.31147 0.84267  0.07
P 1.03924 0.95599 -1.43934  0.07
C 0.65242 1.62803 1.18135  0.03
C 1.58991 1.65718 0.17415  0.03
C -1.87464 2.92736 0.54152  0.02
C -1.11678 3.99706 0.99950  0.00
C -1.71016 5.23927 0.96771  0.00
C -2.99805 5.37703 0.43054  0.00
C -3.70577 4.27959 -0.04605  0.00
C -3.16540 3.01199 -0.01644  0.00
C -2.21689 0.62855 2.18488  0.00
C -2.62667 -0.68432 2.09555  0.01
C -3.58262 -1.16530 2.97782  0.00
C -4.08375 -0.31084 3.95761  0.00
C -3.63665 1.01516 4.05785  0.00
C -2.71441 1.50190 3.14834  0.00
C 0.89920 2.26384 -2.66653  0.03
C -0.11853 3.22518 -2.51915  0.00
C -0.03822 4.34119 -3.32757  0.00
C 1.00899 4.44172 -4.24738  0.00
C 1.99327 3.46073 -4.39672  0.00
C 1.93844 2.34687 -3.59834  0.00
C 2.12650 -0.29319 -2.26137  0.00
C 1.61812 -1.13699 -3.24605  0.00
C 2.44047 -2.09330 -3.82522  0.00
C 3.77361 -2.18186 -3.40792  0.00
C 4.30347 -1.30739 -2.44378  0.00
C 3.46477 -0.35404 -1.86121  0.00
H 0.78497 2.00184 2.20376  0.00
H 2.52292 2.19835 0.04934  0.01
H -0.13961 3.83766 1.43581  0.00
H -1.15632 6.07438 1.34543  0.00
H -3.44208 6.35463 0.41042  0.00
H -4.70152 4.39198 -0.44396  0.00
H -3.67908 2.11720 -0.32412  0.00
H -2.18045 -1.34304 1.35940  0.01
H -3.95268 -2.16985 2.86629  0.00
H -4.77322 -0.69993 4.70481  0.00
H -4.04200 1.68177 4.81044  0.00
H -2.37062 2.52206 3.15847  0.00
H -0.89291 3.09004 -1.73795  0.00
H -0.76427 5.12735 -3.20980  0.00
H 1.06047 5.29994 -4.89671  0.00
H 2.80959 3.53328 -5.08295  0.00
H 2.70316 1.54963 -3.59654  0.00
H 0.56232 -1.04069 -3.53625  0.00
H 2.04369 -2.74410 -4.61408  0.00
H 4.41583 -2.95810 -3.82545  0.00
H 5.34092 -1.34845 -2.13172  0.00
H 3.80532 0.34978 -1.09851  0.00
C -1.88987 -3.87041 -0.39594  0.11
C -0.66852 -2.94224 -0.64995  0.36
O 0.34385 -3.48770 -1.05080  0.33
H -2.33441 -4.01276 -1.38346  0.00
H -2.63135 -3.40642 0.27071  0.00
H -1.57676 -4.86424 0.03391  0.00